Run 1
Here is a cluster of 2 separate species, CH2NO2S2 in total from the OMol25 dataset. Energies are from wB97M-V/def2-TZVPD.

Summary:
Highest occupied orbital energy (alpha / beta) = -2.4 / -2.5 eV
HOMO-LUMO gap (alpha / beta) = 5.82 / 6.01 eV
LUMO energy (alpha / beta) = 0.12564 / 0.12751 hartree

Structure (ORCA input):
```
! RIJCOSX wB97M-V def2-TZVPD def2/J DEFGRID3
* xyz -1 1
C 0.516 -1.047 0.038
N 1.118 0.124 -0.054
O -1.072 1.565 0.427
O -2.716 0.426 -0.875
S 1.300 -2.496 0.048
S -1.995 0.428 0.360
H 2.141 0.128 -0.396
H 0.708 0.872 0.451
*
```


Run 2
Here is a cluster of 2 separate species, CH2NO2S2 in total from the OMol25 dataset. Energies are from wB97M-V/def2-TZVPD.

Summary:
Highest occupied orbital energy (alpha / beta) = -5.0 / -1.9 eV
HOMO-LUMO gap (alpha / beta) = 8.27 / 4.01 eV
LUMO energy (alpha / beta) = 0.11989 / 0.07617 hartree

Structure (ORCA input):
```
! RIJCOSX wB97M-V def2-TZVPD def2/J DEFGRID3
* xyz -1 1
C 1.522 -0.954 -0.387
N 1.009 0.160 0.145
O -1.526 1.245 -0.244
O -3.499 -0.263 0.006
S 3.045 -1.429 -0.127
S -2.103 -0.149 -0.353
H 1.462 0.885 0.824
H 0.089 0.505 0.136
*
```


Which one sits at the top of the stability order? run 1 does.


Run 1
Here is a cluster of 10 separate species, H22NO9 in total from the OMol25 dataset. Energies are from wB97M-V/def2-TZVPD.

Summary:
Highest occupied orbital energy = -13.2 eV
HOMO-LUMO gap = 9.92 eV
LUMO energy = -0.11982 hartree

Structure (ORCA input):
```
! RIJCOSX wB97M-V def2-TZVPD def2/J DEFGRID3
* xyz 1 1
N -0.129 0.415 -0.389
H 0.020 1.384 0.063
H 0.278 0.323 -1.317
H -1.072 0.331 -0.963
H -0.040 -0.277 0.222
O -0.893 2.313 -2.661
H -0.553 3.119 -2.707
H -1.708 2.649 -2.561
O 2.132 0.713 1.888
H 1.504 1.211 2.573
H 2.939 0.352 2.372
O -0.369 -2.774 0.356
H -1.349 -3.016 0.148
H 0.085 -2.948 -0.467
O 0.974 -2.717 -2.087
H 1.732 -3.362 -1.875
H 1.293 -2.008 -2.781
O -1.287 -0.430 2.702
H -2.249 -0.188 2.633
H -1.237 -0.644 3.642
O -3.314 -0.382 -1.833
H -3.176 0.578 -1.795
H -3.014 -0.647 -2.670
O 1.495 -2.194 2.177
H 0.913 -2.496 1.404
H 1.185 -1.311 2.159
O -1.198 3.455 0.913
H -0.547 3.673 1.625
H -1.328 4.246 0.355
O 2.865 0.429 -0.658
H 3.087 -0.412 -0.842
H 2.961 0.616 0.373
*
```


Run 2
Here is a cluster of 10 separate species, H22NO9 in total from the OMol25 dataset. Energies are from wB97M-V/def2-TZVPD.

Summary:
Highest occupied orbital energy = -13.4 eV
HOMO-LUMO gap = 9.72 eV
LUMO energy = -0.13556 hartree

Structure (ORCA input):
```
! RIJCOSX wB97M-V def2-TZVPD def2/J DEFGRID3
* xyz 1 1
N -0.635 -16.217 -14.826
H -1.360 -15.915 -14.191
H -0.280 -17.139 -14.615
H 0.178 -15.618 -14.822
H -1.178 -16.196 -15.678
O 1.544 -19.703 -13.805
H 2.186 -20.343 -14.112
H 1.558 -19.789 -12.851
O 1.187 -13.920 -19.089
H 0.867 -13.187 -18.563
H 1.558 -13.510 -19.870
O -3.370 -16.390 -17.959
H -3.209 -16.529 -18.892
H -3.592 -17.258 -17.622
O -3.591 -11.623 -16.663
H -3.254 -12.174 -17.370
H -4.211 -11.034 -17.093
O -3.550 -15.471 -10.819
H -3.486 -15.136 -9.925
H -4.216 -14.922 -11.234
O 2.852 -14.139 -13.442
H 3.720 -14.232 -13.837
H 2.591 -13.242 -13.648
O 1.515 -13.168 -9.481
H 0.646 -13.261 -9.090
H 1.403 -13.459 -10.386
O -1.066 -11.763 -13.076
H -1.027 -11.164 -12.330
H -1.845 -11.492 -13.561
O 4.826 -13.660 -17.672
H 5.033 -13.073 -18.399
H 3.884 -13.816 -17.750
*
```


Which one sits at the top of the stability order? run 2 does.


Run 1
Here is an isolated molecule of C4H11NS from the OMol25 dataset. Energies are from wB97M-V/def2-TZVPD.

Summary:
Highest occupied orbital energy = -8.3 eV
HOMO-LUMO gap = 9.37 eV
LUMO energy = 0.03930 hartree

Structure (ORCA input):
```
! RIJCOSX wB97M-V def2-TZVPD def2/J DEFGRID3
* xyz 0 1
C 2.914 -0.911 0.777
C 1.668 -1.124 0.011
S 0.649 0.425 0.037
C -0.930 -0.344 -0.307
N -2.162 0.294 0.229
C -2.831 1.216 -0.701
H 3.658 -1.706 0.746
H 3.460 -0.133 0.217
H 2.564 -0.439 1.766
H 1.779 -1.248 -1.129
H 1.129 -1.940 0.348
H -1.011 -0.531 -1.328
H -0.746 -1.347 0.133
H -1.976 0.836 1.164
H -3.757 1.618 -0.168
H -2.153 2.153 -0.897
H -3.107 0.851 -1.719
*
```


Run 2
Here is an isolated molecule of C4H11NS from the OMol25 dataset. Energies are from wB97M-V/def2-TZVPD.

Summary:
Highest occupied orbital energy = -8.4 eV
HOMO-LUMO gap = 9.37 eV
LUMO energy = 0.03651 hartree

Structure (ORCA input):
```
! RIJCOSX wB97M-V def2-TZVPD def2/J DEFGRID3
* xyz 0 1
C 1.221 2.112 0.997
C 0.829 1.038 -0.017
N 0.469 -0.181 0.656
C 0.047 -1.307 -0.111
C -1.473 -1.371 -0.356
S -1.966 -2.498 -1.686
H 1.990 1.749 1.678
H 0.347 2.439 1.553
H 1.635 2.955 0.447
H 0.028 1.465 -0.646
H 1.674 0.819 -0.682
H 0.007 0.004 1.536
H 0.557 -1.289 -1.071
H 0.357 -2.224 0.406
H -1.854 -0.370 -0.565
H -1.970 -1.724 0.542
H -1.898 -1.619 -2.680
*
```


Which one sits at the top of the stability order? run 2 does.


Run 1
Here is a cluster of 2 separate species, C4H11NS in total from the OMol25 dataset. Energies are from wB97M-V/def2-TZVPD.

Summary:
Highest occupied orbital energy (alpha / beta) = -8.2 / -7.5 eV
HOMO-LUMO gap (alpha / beta) = 8.44 / 7.86 eV
LUMO energy (alpha / beta) = 0.00822 / 0.01375 hartree

Structure (ORCA input):
```
! RIJCOSX wB97M-V def2-TZVPD def2/J DEFGRID3
* xyz 0 1
C -1.267 -0.138 1.075
C -0.639 -2.025 -0.431
C 1.305 2.461 -0.458
C -0.357 -0.494 -0.144
N 2.233 -1.127 -0.203
S 1.298 -0.208 0.533
H -2.120 0.507 0.744
H -1.490 -1.138 1.462
H -0.763 0.311 2.018
H -0.253 -2.848 0.345
H -0.199 -2.233 -1.432
H -1.842 -2.152 -0.464
H 0.193 2.791 -0.530
H 1.695 1.892 -1.242
H 2.038 3.173 0.085
H -0.591 0.131 -1.014
H 3.238 -0.997 -0.159
*
```


Run 2
Here is a cluster of 2 separate species, C4H11NS in total from the OMol25 dataset. Energies are from wB97M-V/def2-TZVPD.

Summary:
Highest occupied orbital energy = -7.7 eV
HOMO-LUMO gap = 8.78 eV
LUMO energy = 0.03830 hartree

Structure (ORCA input):
```
! RIJCOSX wB97M-V def2-TZVPD def2/J DEFGRID3
* xyz 0 1
C 3.172 -3.079 -1.261
C 2.814 -4.413 -1.488
N 2.451 -4.885 -2.647
H 3.911 -2.934 -0.450
H 2.737 -2.331 -2.011
H 2.746 -5.145 -0.595
H 2.286 -5.906 -2.536
H 3.008 -4.460 -3.364
C -2.138 3.414 0.850
C -3.052 3.335 2.112
S -2.934 4.731 3.376
H -1.112 3.504 1.028
H -2.149 4.236 -0.051
H -2.251 2.509 0.139
H -2.893 2.422 2.662
H -4.025 3.288 1.716
H -2.570 5.714 2.520
*
```


Which one sits at the top of the stability order? run 2 does.


Run 1
Here is a cluster of 2 separate species, C4H11NS in total from the OMol25 dataset. Energies are from wB97M-V/def2-TZVPD.

Summary:
Highest occupied orbital energy = -8.4 eV
HOMO-LUMO gap = 9.31 eV
LUMO energy = 0.03226 hartree

Structure (ORCA input):
```
! RIJCOSX wB97M-V def2-TZVPD def2/J DEFGRID3
* xyz 0 1
C 0.381 -3.153 -1.522
N -0.736 -3.508 -1.076
C -1.312 -4.734 -1.592
H 0.811 -2.191 -1.254
H 0.901 -3.827 -2.218
H -2.185 -4.484 -2.195
H -1.513 -5.452 -0.844
H -0.624 -5.247 -2.295
C 0.411 2.243 1.349
S 0.865 3.688 0.325
C 0.546 4.995 1.583
H -0.656 2.057 1.338
H 0.847 2.429 2.325
H 0.846 1.376 0.852
H 1.514 5.246 1.978
H 0.178 5.852 1.013
H -0.273 4.711 2.231
*
```


Run 2
Here is an isolated molecule of C4H11NS from the OMol25 dataset. Energies are from wB97M-V/def2-TZVPD.

Summary:
Highest occupied orbital energy = -9.0 eV
HOMO-LUMO gap = 9.97 eV
LUMO energy = 0.03741 hartree

Structure (ORCA input):
```
! RIJCOSX wB97M-V def2-TZVPD def2/J DEFGRID3
* xyz 0 1
C 0.708 1.300 -1.603
C 1.098 0.211 -0.590
C -0.252 -0.564 -0.007
C 0.039 -1.754 0.897
N -0.857 0.541 0.779
S -2.353 0.267 1.553
H 1.721 1.312 -2.284
H -0.211 1.038 -2.173
H 0.450 2.234 -1.139
H 1.785 -0.659 -1.020
H 1.688 0.726 0.231
H -0.837 -0.810 -0.872
H -0.897 -1.952 1.546
H 0.316 -2.622 0.437
H 0.723 -1.480 1.673
H -0.164 0.764 1.462
H -2.959 1.448 1.111
*
```


Which one sits at the top of the stability order? run 1 does.


Run 1
Here is a cluster of 2 separate species, C4H11NS in total from the OMol25 dataset. Energies are from wB97M-V/def2-TZVPD.

Summary:
Highest occupied orbital energy = -7.7 eV
HOMO-LUMO gap = 4.74 eV
LUMO energy = -0.10913 hartree

Structure (ORCA input):
```
! RIJCOSX wB97M-V def2-TZVPD def2/J DEFGRID3
* xyz 0 1
C -1.113 -2.821 1.134
S -1.650 -1.197 0.443
H -0.029 -2.763 1.230
H -1.560 -2.921 2.122
H -1.423 -3.618 0.466
C -0.403 1.554 -1.469
C 0.714 2.088 -0.527
C 1.193 -0.007 0.512
N 1.692 1.163 -0.086
H 0.131 0.859 -2.128
H -1.152 0.953 -0.960
H -0.913 2.314 -2.052
H 1.234 2.876 -1.068
H 0.161 2.538 0.337
H 2.045 -0.638 0.764
H 0.625 0.175 1.435
H 0.449 -0.554 -0.153
*
```


Run 2
Here is an isolated molecule of C4H11NS from the OMol25 dataset. Energies are from wB97M-V/def2-TZVPD.

Summary:
Highest occupied orbital energy = -8.5 eV
HOMO-LUMO gap = 9.49 eV
LUMO energy = 0.03483 hartree

Structure (ORCA input):
```
! RIJCOSX wB97M-V def2-TZVPD def2/J DEFGRID3
* xyz 0 1
C -3.079 0.717 0.300
S -2.097 -0.769 -0.423
C -0.355 -0.217 -0.628
C 0.675 -1.053 0.183
C 2.058 -0.344 0.420
N 2.704 0.386 -0.617
H -2.408 1.539 0.529
H -3.605 0.176 1.104
H -3.869 1.020 -0.430
H -0.158 -0.224 -1.705
H -0.234 0.834 -0.385
H 0.204 -1.126 1.170
H 0.565 -1.976 -0.286
H 1.755 0.230 1.338
H 2.802 -1.036 0.776
H 2.002 0.672 -1.242
H 3.040 1.171 -0.104
*
```


Which one sits at the top of the stability order? run 2 does.


Run 1
Here is a cluster of 2 separate species, C4H11NS in total from the OMol25 dataset. Energies are from wB97M-V/def2-TZVPD.

Summary:
Highest occupied orbital energy = -8.0 eV
HOMO-LUMO gap = 9.07 eV
LUMO energy = 0.03790 hartree

Structure (ORCA input):
```
! RIJCOSX wB97M-V def2-TZVPD def2/J DEFGRID3
* xyz 0 1
C 2.905 -0.356 -3.257
C 3.671 -1.445 -3.202
N 3.180 -2.738 -3.222
H 3.254 0.667 -3.239
H 1.821 -0.345 -3.294
H 4.744 -1.410 -3.070
H 2.218 -2.953 -3.104
H 3.834 -3.429 -3.498
C -3.420 2.187 2.891
C -2.885 0.822 2.480
S -1.141 0.425 2.873
H -2.972 2.506 3.834
H -4.495 2.172 3.039
H -3.154 2.979 2.192
H -2.946 0.664 1.409
H -3.467 0.036 2.949
H -1.148 0.218 4.220
*
```


Run 2
Here is a cluster of 3 separate species, C4H11NS in total from the OMol25 dataset. Energies are from wB97M-V/def2-TZVPD.

Summary:
Highest occupied orbital energy = -7.7 eV
HOMO-LUMO gap = 4.30 eV
LUMO energy = -0.12587 hartree

Structure (ORCA input):
```
! RIJCOSX wB97M-V def2-TZVPD def2/J DEFGRID3
* xyz 0 1
C -0.789 -0.674 -1.904
C -1.368 -1.177 -0.802
S -0.469 1.032 2.112
C 0.433 0.144 -1.800
N 1.569 -0.642 -1.154
C 1.670 -0.296 0.271
H -3.098 1.057 0.478
H -2.785 1.415 -0.062
H -1.468 -0.501 0.033
H -1.938 -2.100 -0.698
H -1.348 0.640 3.026
H 0.132 0.979 -1.128
H 0.860 0.603 -2.758
H 1.172 -1.601 -1.158
H 0.708 -0.451 0.849
H 2.529 -0.813 0.732
H 2.083 0.765 0.377
*
```


Run 3
Here is a cluster of 2 separate species, C4H11NS in total from the OMol25 dataset. Energies are from wB97M-V/def2-TZVPD.

Summary:
Highest occupied orbital energy = -8.4 eV
HOMO-LUMO gap = 9.36 eV
LUMO energy = 0.03464 hartree

Structure (ORCA input):
```
! RIJCOSX wB97M-V def2-TZVPD def2/J DEFGRID3
* xyz 0 1
C 2.431 -0.211 2.167
N 2.643 -1.319 1.612
C 1.736 -2.393 1.954
H 3.194 0.567 2.172
H 1.464 0.059 2.609
H 0.752 -1.988 2.266
H 2.049 -3.059 2.766
H 1.606 -3.088 1.137
C -2.984 1.467 -2.521
S -1.275 0.903 -2.833
C -0.511 1.090 -1.255
H -2.913 2.268 -1.794
H -3.618 0.669 -2.120
H -3.430 1.823 -3.444
H 0.133 1.956 -1.106
H -1.251 1.132 -0.447
H -0.025 0.124 -1.162
*
```


Which one sits at the top of the stability order? run 1 does.